265
Properties=species:S:1:pos:R:3:forces:R:3:mulliken_charge:R:1 method="wB97M-V/def2-TZVPD" charge=+1 s_squared=0.78 homo_ev="-10.03 / -10.03" spin_multiplicity=2
O -9.839 -5.790 -19.917 -0.3 -0.1 -2.2 -0.32
V -9.600 -5.548 -21.478 2.1 1.2 3.7 1.64
C -8.244 -1.408 -20.979 1.1 0.0 -0.2 -0.34
C -7.499 -2.744 -20.705 -1.7 0.2 0.1 0.14
O -8.246 -3.833 -21.156 -1.0 -1.5 -1.1 1.01
H -7.616 -0.553 -20.729 0.2 0.1 0.5 0.72
H -9.166 -1.326 -20.402 0.0 -0.2 0.0 -0.72
H -8.431 -1.224 -22.037 -0.3 -0.4 -0.2 0.05
H -7.318 -2.778 -19.631 -0.2 -0.2 0.5 -0.74
H -6.477 -2.754 -21.086 0.3 0.2 -0.7 -0.18
C -5.923 -1.889 -16.231 -0.2 1.2 0.1 -1.45
C -7.438 -2.144 -16.182 2.0 -1.0 0.4 -0.07
C -8.249 -1.126 -16.938 -0.8 0.4 0.7 0.73
O -8.131 0.192 -16.405 -0.4 0.3 -0.7 -0.60
C -9.175 1.026 -16.932 0.3 -0.4 0.4 -0.92
N -7.657 -3.504 -16.693 0.3 0.8 0.5 -0.04
H -5.643 -1.732 -17.273 0.4 -0.2 -0.1 -0.13
H -5.275 -2.603 -15.723 -0.4 -0.5 -0.4 0.47
H -5.707 -0.964 -15.696 0.0 0.4 -0.2 0.47
H -7.662 -2.132 -15.115 -0.6 0.1 0.0 0.49
H -9.275 -1.481 -16.837 -0.5 0.2 0.1 -0.01
H -8.087 -1.120 -18.016 0.6 0.0 -0.3 0.00
H -10.129 0.680 -16.535 -0.2 0.0 0.1 0.58
H -9.239 1.001 -18.020 0.2 -0.2 -0.3 0.20
H -9.032 2.073 -16.662 0.2 -0.2 0.3 0.46
H -7.534 -3.474 -17.695 -0.3 -0.4 -0.2 -0.27
H -8.552 -3.886 -16.422 0.1 -0.1 -0.6 0.09
C -0.938 -5.273 -19.164 0.7 0.9 0.0 -1.63
C -2.429 -5.325 -19.253 0.2 -0.7 1.6 0.69
C -3.004 -4.104 -19.864 1.2 0.5 -0.9 1.12
O -2.782 -3.021 -19.030 -2.0 1.1 1.2 -0.52
C -3.453 -1.848 -19.519 1.5 0.0 0.3 -0.26
N -2.855 -6.452 -19.970 -0.3 -1.2 -2.2 -0.41
H -0.404 -6.147 -18.792 -0.5 -0.2 0.2 0.48
H -0.733 -4.440 -18.492 0.5 0.0 -0.1 0.30
H -0.521 -5.078 -20.151 0.1 0.2 -0.1 0.32
H -2.818 -5.477 -18.247 -0.1 0.8 0.6 0.02
H -4.030 -4.286 -20.185 -0.6 0.3 0.3 -0.71
H -2.427 -3.849 -20.753 -0.1 -0.5 -0.8 0.02
H -3.416 -1.073 -18.754 0.1 -0.1 0.1 0.33
H -4.493 -1.951 -19.826 -0.1 -0.6 0.0 -0.26
H -2.818 -1.532 -20.347 -0.4 0.5 -0.5 0.37
H -2.357 -7.269 -19.648 -0.4 -0.2 -0.1 0.28
H -3.857 -6.542 -19.878 0.1 -0.6 0.3 -0.21
C -1.224 3.738 -18.215 -1.1 -0.5 -0.6 -1.43
C -2.397 3.977 -19.236 -0.2 -1.4 1.6 0.85
C -3.802 3.470 -18.713 -0.2 -0.2 -0.6 -0.21
O -3.914 2.062 -18.564 1.6 -0.4 0.3 -0.36
C -5.157 1.548 -18.189 -0.3 -0.1 -0.2 0.23
N -2.458 5.381 -19.590 -0.7 0.2 -0.1 -0.71
H -0.258 3.977 -18.658 -0.2 0.6 0.2 0.39
H -1.114 2.718 -17.847 -0.4 -0.3 -0.5 0.30
H -1.494 4.262 -17.298 0.5 0.6 -0.1 0.37
H -2.275 3.419 -20.164 0.5 -0.1 0.0 -0.13
H -4.526 3.709 -19.492 -0.2 0.5 -0.4 -0.18
H -4.153 3.988 -17.820 0.3 0.1 0.4 0.35
H -5.128 0.473 -18.012 0.7 0.0 0.0 -0.48
H -5.861 1.647 -19.015 -0.4 0.4 0.0 -0.01
H -5.528 1.978 -17.258 -0.2 0.3 0.0 0.47
H -2.611 5.980 -18.791 0.5 -0.1 0.7 0.31
H -3.356 5.496 -20.037 -0.1 0.2 -0.8 0.25
C -14.513 4.210 -20.813 -0.4 -0.5 0.0 -0.71
C -14.872 4.454 -19.353 -0.7 0.1 -0.3 0.60
C -13.739 4.246 -18.380 0.9 -0.7 -0.4 -0.82
O -13.238 2.899 -18.503 -0.5 0.7 0.1 -0.23
C -12.126 2.620 -17.682 -0.1 0.0 -0.2 -0.59
N -15.514 5.785 -19.239 0.5 -0.4 0.6 -0.77
H -13.901 3.312 -20.903 0.0 0.0 -0.1 -0.29
H -14.030 5.043 -21.324 0.2 0.1 0.3 0.22
H -15.461 4.038 -21.324 0.1 0.0 -0.2 0.33
H -15.638 3.729 -19.080 -0.1 -0.2 -0.1 0.35
H -14.061 4.450 -17.359 0.0 0.0 0.2 0.38
H -12.920 4.912 -18.650 0.2 0.4 0.2 0.31
H -11.854 1.594 -17.933 0.0 -0.1 0.4 -0.17
H -12.358 2.769 -16.627 -0.1 -0.4 0.2 0.53
H -11.246 3.231 -17.878 0.0 0.4 -0.4 0.37
H -16.048 5.796 -18.382 -0.5 -0.1 0.1 0.31
H -14.783 6.436 -18.990 0.4 0.5 -0.4 0.30
C -11.180 3.412 -20.839 0.0 0.3 -0.1 0.53
C -9.809 3.486 -21.503 -1.2 1.0 0.8 -0.51
C -8.645 3.162 -20.589 0.0 1.6 0.6 0.31
O -8.739 4.055 -19.422 1.2 -1.5 0.6 -0.51
C -7.602 3.917 -18.481 -1.1 0.4 -0.4 -0.30
N -9.748 2.648 -22.662 1.1 -0.8 -0.2 0.93
H -11.385 2.460 -20.352 0.1 0.0 0.1 -0.54
H -11.921 3.541 -21.628 0.0 -0.1 0.0 -0.54
H -11.333 4.243 -20.151 0.1 -0.2 0.2 0.39
H -9.718 4.534 -21.785 0.4 0.2 -0.2 0.35
H -7.758 3.386 -21.183 0.4 0.0 0.3 0.26
H -8.629 2.101 -20.337 -0.1 -0.2 0.4 -0.09
H -6.745 4.465 -18.872 0.2 -0.5 -0.2 0.33
H -7.411 2.905 -18.122 0.2 -0.3 -1.0 -0.32
H -7.778 4.369 -17.504 -0.9 0.7 -0.3 0.44
H -9.726 1.720 -22.265 0.0 -0.6 -0.4 -0.47
H -10.568 2.656 -23.250 -0.1 0.2 0.2 -0.41
C -13.253 5.177 -24.937 -0.6 0.8 0.0 -1.70
C -12.279 4.073 -24.761 0.3 -2.1 -0.7 0.76
C -13.014 2.674 -24.422 2.0 2.0 0.5 -1.21
O -11.990 1.687 -24.091 -1.1 2.1 -0.4 0.19
C -12.409 0.375 -24.259 0.5 -0.1 -0.3 -1.03
N -11.412 3.882 -25.951 -0.5 0.3 1.2 -0.22
H -13.752 5.396 -23.992 -0.1 0.0 0.0 0.32
H -14.022 5.010 -25.691 0.0 -0.2 -0.1 0.42
H -12.711 6.081 -25.214 0.0 0.1 -0.1 0.45
H -11.614 4.413 -23.967 0.0 -0.5 0.4 -0.10
H -13.572 2.438 -25.329 -0.1 -0.5 0.1 0.56
H -13.644 2.885 -23.559 -0.4 -0.5 0.1 0.38
H -12.710 0.283 -25.303 -0.4 -0.6 0.0 0.39
H -13.175 0.100 -23.534 -0.2 -0.2 -0.1 0.39
H -11.500 -0.204 -24.097 -0.2 -0.4 0.1 0.17
H -11.104 2.921 -25.918 0.2 0.1 -0.4 -0.13
H -11.913 4.070 -26.808 0.0 -0.2 -0.1 0.26
C -5.758 5.037 -25.143 0.7 -2.3 -0.2 -1.66
C -6.536 3.873 -24.421 1.9 1.4 0.9 2.40
C -5.623 3.151 -23.347 -0.5 0.3 -1.2 -0.72
O -4.532 2.459 -23.926 1.0 0.1 -0.5 -0.51
C -3.658 1.779 -23.002 -1.1 0.2 -0.7 -0.59
N -7.510 4.642 -23.714 -1.7 0.4 0.8 -0.67
H -4.838 4.546 -25.460 0.1 0.4 -0.9 0.38
H -5.428 5.849 -24.495 -0.6 -0.2 0.3 0.35
H -6.377 5.402 -25.963 0.3 0.1 -0.1 0.42
H -7.069 3.203 -25.095 0.8 -0.5 -0.3 -1.20
H -6.254 2.418 -22.844 -0.2 0.0 0.6 0.19
H -5.232 3.921 -22.682 -0.3 0.1 0.3 0.47
H -4.352 1.162 -22.430 0.6 -0.4 0.6 0.23
H -3.030 2.408 -22.372 -0.4 0.5 0.2 0.27
H -2.948 1.196 -23.589 -0.3 -0.2 -0.1 0.25
H -8.239 4.068 -23.316 0.0 -0.6 0.3 0.10
H -8.027 5.050 -24.480 -0.3 0.9 0.0 0.36
C -13.572 -3.298 -22.902 0.6 0.0 0.8 -1.56
C -12.135 -3.292 -22.360 -0.1 0.8 -1.3 0.36
C -11.999 -2.527 -21.097 0.2 1.1 1.4 -0.39
O -12.358 -1.195 -21.311 -0.5 -0.2 -1.7 -0.25
C -12.086 -0.270 -20.318 0.3 0.3 0.5 -0.17
N -11.696 -4.656 -22.045 0.2 -0.5 -0.4 -0.11
H -13.949 -2.295 -23.099 0.1 -0.1 0.1 0.26
H -14.109 -3.719 -22.052 -0.8 -0.2 -0.3 0.47
H -13.665 -3.895 -23.810 -0.1 -0.1 0.1 0.45
H -11.495 -2.854 -23.127 0.4 0.0 0.1 -0.52
H -10.992 -2.634 -20.692 0.5 0.1 -0.2 -0.04
H -12.631 -2.893 -20.287 -0.5 -0.6 0.1 0.40
H -12.468 -0.606 -19.353 0.0 0.0 0.3 0.29
H -12.567 0.672 -20.581 -0.1 -0.1 0.0 -0.03
H -11.010 -0.103 -20.260 0.2 0.1 0.3 0.14
H -12.431 -4.939 -21.412 0.2 -0.6 0.9 0.39
H -11.954 -5.200 -22.856 0.2 -0.3 -0.5 0.30
C -6.560 -0.706 -24.575 -0.2 -1.2 0.2 0.52
C -5.759 -0.606 -25.859 -0.3 1.3 0.8 0.83
C -6.258 -1.369 -27.079 0.5 -0.8 0.8 -0.75
O -6.222 -2.766 -26.789 0.2 -1.0 -0.2 -0.08
C -6.341 -3.525 -27.992 0.1 0.4 -0.1 -1.05
N -5.837 0.823 -26.114 -0.1 0.4 -1.2 -0.09
H -6.678 -1.746 -24.270 -0.3 -0.1 0.1 -0.76
H -7.519 -0.213 -24.732 -0.2 -0.2 0.0 -0.03
H -6.087 -0.204 -23.731 0.3 0.2 -0.2 0.25
H -4.705 -0.798 -25.655 0.1 -1.0 -0.1 -0.18
H -5.547 -1.157 -27.877 -0.1 0.1 -0.4 0.48
H -7.279 -1.159 -27.398 0.0 0.7 0.1 0.10
H -6.519 -4.594 -27.871 -0.2 0.1 0.8 0.25
H -5.426 -3.498 -28.582 0.2 0.4 -0.1 0.32
H -7.158 -3.106 -28.580 -0.1 -0.1 -0.3 0.44
H -5.204 1.044 -26.870 0.1 0.4 -0.2 0.28
H -5.472 1.298 -25.301 0.1 0.3 0.1 -0.16
C -5.654 -8.058 -21.150 1.3 -1.3 1.8 -1.35
C -6.821 -7.497 -20.409 1.9 0.8 2.4 0.46
C -6.474 -6.447 -19.318 0.2 -1.6 0.7 -0.75
O -5.525 -6.972 -18.373 -0.6 -0.4 -0.3 -0.47
C -5.703 -6.404 -17.093 0.1 1.0 0.7 -0.56
N -7.583 -6.858 -21.384 -3.2 0.7 -1.9 1.84
H -5.021 -7.279 -21.575 0.0 -0.3 -0.3 0.00
H -5.920 -8.894 -21.796 -0.2 0.4 -0.6 0.23
H -5.106 -8.579 -20.364 0.8 0.1 -0.1 0.57
H -7.355 -8.343 -19.977 -0.3 0.2 0.4 0.64
H -7.427 -6.286 -18.813 0.0 0.5 0.1 0.79
H -6.089 -5.514 -19.729 -0.1 0.2 -0.3 -0.25
H -6.746 -6.327 -16.786 -0.2 -0.1 -0.3 0.17
H -5.316 -5.386 -17.055 0.0 0.3 -0.2 0.18
H -5.184 -6.898 -16.272 0.2 -0.7 -0.6 0.42
H -7.748 -7.709 -21.903 -1.0 0.4 -1.0 -0.43
H -6.940 -6.419 -22.027 0.1 0.9 -0.2 -1.12
C -11.148 -3.394 -17.462 -0.9 1.0 0.7 -0.45
C -10.890 -3.943 -16.035 -0.7 -0.6 -0.4 0.60
C -12.174 -4.298 -15.275 -1.4 0.3 -0.1 -1.31
O -12.062 -4.760 -13.942 0.6 0.1 0.6 -0.38
C -13.347 -4.891 -13.319 0.2 0.0 -0.8 -0.73
N -10.053 -5.099 -16.291 0.5 -1.4 1.0 -0.71
H -11.761 -2.493 -17.426 -0.3 0.1 0.1 0.46
H -11.698 -4.099 -18.085 0.2 -0.3 0.1 0.46
H -10.247 -3.055 -17.973 0.2 -0.6 0.2 -0.42
H -10.389 -3.208 -15.406 0.4 0.0 -0.2 0.23
H -12.765 -5.065 -15.777 0.1 -0.3 -0.8 0.46
H -12.842 -3.436 -15.274 0.0 0.5 0.0 0.47
H -13.331 -5.599 -12.490 0.4 0.1 -0.1 0.26
H -14.037 -5.273 -14.071 -0.3 -0.2 0.0 0.32
H -13.747 -3.937 -12.977 0.2 0.2 0.1 0.29
H -9.707 -5.507 -15.435 0.7 0.6 0.8 0.21
H -10.623 -5.909 -16.490 -0.7 0.1 -1.1 0.31
C -7.115 4.684 -29.493 -0.4 0.6 -0.2 -1.46
C -8.419 3.934 -29.242 0.8 0.1 1.1 0.51
C -8.294 3.037 -27.940 -1.1 -0.1 -2.1 -0.04
O -9.600 2.468 -27.701 0.7 0.9 -1.4 -0.43
C -9.471 1.362 -26.913 -0.3 -0.7 1.6 -0.58
N -9.469 4.904 -29.090 -0.5 0.5 0.9 -0.76
H -6.806 5.229 -28.602 0.4 -0.4 0.2 0.29
H -7.343 5.508 -30.169 0.0 -0.1 -0.4 0.41
H -6.334 4.098 -29.978 0.1 -0.1 0.4 0.36
H -8.659 3.371 -30.144 0.4 -1.0 0.2 0.31
H -7.916 3.462 -27.010 -0.2 0.8 -0.2 -0.22
H -7.576 2.253 -28.179 0.0 -0.4 -0.1 0.22
H -8.811 1.622 -26.086 0.3 -0.4 0.3 0.02
H -9.112 0.461 -27.410 0.3 0.0 -0.3 0.41
H -10.431 1.111 -26.462 -0.3 0.0 -0.1 0.30
H -9.626 5.421 -29.944 -0.1 -0.1 -0.1 0.25
H -10.317 4.428 -28.817 -0.2 0.1 0.0 0.22
C -11.214 -9.829 -21.524 0.5 0.2 -0.8 -1.65
C -10.193 -8.769 -21.969 3.0 -2.6 0.2 -0.23
C -9.396 -9.158 -23.265 -2.3 -1.0 1.5 -0.57
O -8.254 -8.430 -23.406 1.8 0.0 -0.7 -0.23
C -7.376 -9.033 -24.374 0.2 -0.4 0.4 -0.87
N -10.794 -7.495 -21.992 -1.5 1.2 -0.4 -0.12
H -10.709 -10.731 -21.176 -0.2 -0.1 -0.3 0.41
H -11.883 -9.990 -22.369 -0.2 -0.5 0.1 0.38
H -11.795 -9.444 -20.685 0.0 0.0 0.1 0.56
H -9.478 -8.739 -21.146 0.4 0.0 0.0 -0.13
H -10.025 -9.077 -24.152 -0.4 0.2 -0.2 0.06
H -9.206 -10.222 -23.128 0.4 -0.2 -0.1 0.74
H -7.818 -8.890 -25.360 0.4 -0.1 -0.1 0.13
H -7.216 -10.082 -24.124 -0.7 -0.4 -0.2 0.44
H -6.343 -8.699 -24.281 -0.3 1.0 -0.1 0.09
H -11.499 -7.781 -21.327 -0.5 1.8 1.1 0.23
H -11.387 -7.580 -22.805 -0.1 0.9 -1.0 0.38
C -4.378 -5.889 -24.483 0.9 -0.7 0.0 -1.34
C -4.651 -5.037 -23.296 0.8 -0.8 0.2 1.26
C -4.019 -3.708 -23.464 0.8 1.6 0.1 -0.56
O -2.587 -3.743 -23.613 -0.9 -0.1 0.1 -0.51
C -1.970 -2.488 -23.820 0.2 0.5 -0.3 -0.60
N -6.082 -4.930 -23.223 -0.3 0.8 0.2 0.18
H -4.913 -6.826 -24.330 0.4 -0.3 -0.3 0.10
H -3.301 -5.995 -24.613 -0.1 -0.5 -0.1 0.50
H -4.746 -5.402 -25.386 -0.2 0.1 0.0 0.10
H -4.350 -5.392 -22.311 0.6 -0.8 -0.2 -0.70
H -4.334 -3.137 -22.591 0.4 0.5 0.4 0.28
H -4.513 -3.230 -24.309 0.2 0.3 -0.5 0.30
H -2.353 -1.940 -24.680 -0.5 -0.2 -0.3 0.23
H -0.908 -2.596 -24.036 0.0 -0.6 0.1 0.41
H -2.018 -1.788 -22.986 -0.3 -0.2 0.5 0.12
H -6.256 -4.358 -22.409 -0.8 0.3 0.4 -1.13
H -6.286 -4.326 -24.006 -0.7 0.3 -0.4 -0.18
C -9.136 -3.387 -24.674 -0.5 -0.4 0.1 -0.65
C -9.641 -4.849 -24.663 1.3 0.8 -0.9 0.77
C -9.301 -5.563 -25.970 -0.1 0.0 -0.5 -1.10
O -9.740 -6.884 -25.778 -0.9 -0.7 -0.1 -0.28
C -9.908 -7.691 -26.921 -0.5 -0.4 -0.2 -1.05
N -8.959 -5.624 -23.621 -0.8 0.0 0.2 2.06
H -9.768 -2.782 -25.324 0.2 0.0 -0.2 0.88
H -8.097 -3.347 -24.999 -0.1 0.0 -0.3 -0.26
H -9.147 -2.903 -23.698 -0.2 -0.3 0.3 -0.83
H -10.727 -4.917 -24.594 -0.1 0.1 0.3 0.38
H -8.240 -5.660 -26.201 0.4 0.7 0.2 0.18
H -9.777 -5.093 -26.831 -0.3 0.1 -0.1 0.76
H -9.016 -7.790 -27.539 0.3 -0.1 0.2 0.41
H -10.700 -7.388 -27.606 -0.2 0.7 0.1 0.29
H -10.268 -8.653 -26.558 0.5 -0.2 0.0 0.30
H -8.908 -6.559 -24.000 -0.2 -0.7 0.4 0.00
H -7.983 -5.365 -23.633 0.6 0.4 0.3 -0.75